[1]
{
  "formula": "C4H12NO",
  "method": "ωB97M-V with the def2-TZVPD basis set",
  "symbols": ["C", "N", "C", "C", "C", "H", "H", "H", "H", "H", "H", "H", "H", "H", "H", "H", "H", "O"],
  "coordinates": [[-0.4743, -0.6661, 0.3184], [-0.3580, 0.6314, -0.3610], [-0.0076, 1.7210, 0.6135], [-0.1721, 0.9547, 1.9171], [0.3357, -0.4229, 1.6062], [-1.4134, -0.7068, 0.7459], [-0.3946, -1.5057, -0.3785], [-1.2644, 0.8469, -0.7269], [0.2244, 0.8558, -1.1613], [-0.6042, 2.5555, 0.4004], [1.1190, 1.8477, 0.4339], [0.4804, 1.4636, 2.5798], [-1.1077, 1.0049, 2.4741], [0.2615, -1.1931, 2.4997], [1.3756, -0.5706, 1.3147], [0.8114, -1.7888, -4.0350], [0.0759, -2.5699, -3.1015], [0.6064, -1.7725, -3.1562]],
  "mulliken_charge": [-0.6726, -0.0980, -0.5308, -0.5816, -0.4683, 0.3420, 0.3656, 0.3353, 0.3282, 0.3553, 0.3273, 0.3362, 0.3183, 0.3219, 0.3087, 0.2913, 0.3184, -0.5974],
  "homo_lumo_gap_ev": 11.9,
  "charge": 1
}



[2]
{
  "formula": "C11H18N3O",
  "method": "ωB97M-V with the def2-TZVPD basis set",
  "symbols": ["C", "C", "C", "C", "C", "C", "C", "C", "C", "C", "C", "N", "N", "N", "O", "H", "H", "H", "H", "H", "H", "H", "H", "H", "H", "H", "H", "H", "H", "H", "H", "H", "H"],
  "coordinates": [[5.5354, -0.0179, 0.4094], [4.7103, 0.9203, 0.9777], [4.9963, -1.0995, -0.3468], [3.3915, 0.8940, 0.6623], [3.6562, -1.1847, -0.5192], [2.8858, -0.1522, -0.0914], [-2.4925, -0.1251, 1.0900], [-2.9259, 0.3959, -1.2508], [-3.9496, -0.3050, 1.3627], [-4.4773, 0.1059, -0.8177], [1.1041, -0.1339, -0.3502], [0.3224, 0.8626, 0.0609], [0.5646, -1.1361, -1.0738], [-2.2768, 0.8318, 0.0302], [-4.6016, -0.8855, 0.2001], [6.5930, 0.1289, 0.6743], [5.2034, 1.8192, 1.2996], [5.5920, -1.8805, -0.7729], [2.7329, 1.6595, 1.0540], [3.3816, -1.8541, -1.2906], [-2.0019, 0.0096, 1.9746], [-1.9770, -0.9906, 0.6651], [-2.4593, -0.4657, -1.7369], [-2.9594, 1.2892, -1.8777], [-3.9915, -1.0577, 2.0562], [-4.5538, 0.5334, 1.6737], [-4.7703, 1.0520, -0.3982], [-5.0406, -0.3867, -1.6878], [0.9374, 1.5515, 0.5411], [-0.8340, 1.0241, -0.1169], [-0.3946, -1.1975, -1.1952], [0.9892, -1.9350, -1.4840], [-2.8900, 1.7299, 0.2783]],
  "mulliken_charge": [-0.3164, -0.7282, -0.6161, -0.6074, -0.3395, 1.1532, -0.5386, -0.5558, -0.7131, -0.6132, 0.5870, -0.2601, -0.2703, -0.5618, -0.3940, 0.3529, 0.3503, 0.4292, 0.2278, 0.2709, 0.5107, 0.2842, 0.3174, 0.3426, 0.4283, 0.3835, 0.4337, 0.3373, 0.1191, 0.3601, 0.0903, 0.1851, 0.3505],
  "homo_lumo_gap_ev": 9.8,
  "charge": 1
}



[3]
{
  "formula": "C2H3NO2S",
  "method": "ωB97M-V with the def2-TZVPD basis set",
  "symbols": ["C", "C", "N", "O", "O", "S", "H", "H", "H"],
  "coordinates": [[0.8816, -0.4747, -0.9159], [-0.3010, -0.0118, -1.0538], [-1.1487, 2.3062, -0.1782], [-0.0397, 2.4739, 0.2122], [-2.1094, 2.0355, 0.9289], [-1.7369, 0.3830, -1.5800], [1.7849, 0.0138, -0.8693], [0.9583, -1.5036, -0.7516], [-2.8752, 2.6023, 0.7045]],
  "mulliken_charge": [-0.4756, 0.2757, 0.1840, -0.2767, -0.3803, -0.2563, 0.3273, 0.2448, 0.3569],
  "homo_lumo_gap_ev": 8.3,
  "smiles": "C=C=S.O=NO"
}



[4]
{
  "formula": "C3H10N2O",
  "method": "ωB97M-V with the def2-TZVPD basis set",
  "symbols": ["C", "C", "C", "N", "N", "O", "H", "H", "H", "H", "H", "H", "H", "H", "H", "H"],
  "coordinates": [[0.3378, 0.7336, 1.7221], [0.9449, -1.4896, 0.7686], [0.1030, -0.7478, 1.4214], [-1.0124, 1.2566, -2.7905], [-0.2800, 0.3223, -1.8746], [-1.0508, -1.1723, 1.9517], [1.3481, 0.7431, 2.1822], [0.5389, 1.3476, 0.8233], [-0.4020, 1.2008, 2.4409], [0.8140, -2.4924, 0.4682], [-0.6823, -0.5901, -2.1061], [1.8070, -1.0457, 0.2517], [-1.6441, 1.7038, -2.1697], [-1.0623, -2.1191, 2.1384], [0.7277, 0.2682, -1.9684], [-0.4876, 2.0810, -3.2590]],
  "mulliken_charge": [-1.1247, -1.1050, 0.9644, -0.6129, -0.2864, -0.4881, 0.3123, 0.2556, 0.2883, 0.3164, 0.2516, 0.2473, 0.2212, 0.3168, 0.2133, 0.2298],
  "homo_lumo_gap_ev": 9.4,
  "smiles": "C=C(C)O.NN"
}



[5]
{
  "formula": "C31H24F5N5NaO6PTe",
  "method": "ωB97M-V with the def2-TZVPD basis set",
  "symbols": ["Na", "O", "C", "O", "C", "C", "C", "N", "C", "C", "C", "O", "O", "H", "H", "H", "N", "C", "C", "N", "C", "C", "N", "C", "C", "N", "H", "H", "H", "H", "H", "H", "F", "Te", "F", "F", "F", "F", "O", "O", "P", "C", "C", "C", "C", "C", "C", "C", "C", "C", "C", "C", "C", "C", "C", "C", "C", "C", "C", "H", "H", "H", "H", "H", "H", "H", "H", "H", "H", "H", "H", "H", "H", "H"],
  "coordinates": [[0.6595, -1.0650, -1.0562], [8.0562, 1.1259, -1.0336], [7.7798, -0.0014, -1.4918], [8.5520, -0.9536, -1.7461], [6.2711, -0.3447, -1.5679], [5.8455, -1.6372, -1.8451], [4.4910, -1.9177, -1.8818], [3.5266, -1.0174, -1.6670], [3.9320, 0.2363, -1.4220], [5.2778, 0.6009, -1.3669], [2.8786, 1.3200, -1.1645], [3.2494, 2.4971, -1.3064], [1.7243, 0.9480, -0.8052], [6.5811, -2.4097, -2.0256], [4.1845, -2.9332, -2.0897], [5.5386, 1.6281, -1.1625], [-0.0555, -3.8257, 1.9149], [0.9400, -3.0798, 2.4924], [0.7225, -1.8009, 2.0770], [-0.3574, -1.7551, 1.2316], [-0.8078, -2.9843, 1.1543], [-1.9782, -3.4586, 0.4105], [-3.1209, -2.8273, 0.2694], [-3.9121, -3.6716, -0.4673], [-3.2401, -4.8222, -0.7562], [-2.0119, -4.6883, -0.1673], [-0.1024, -4.8294, 1.8933], [1.7087, -3.5210, 3.1007], [1.3004, -0.9179, 2.2937], [-4.9171, -3.4001, -0.7457], [-3.5061, -5.6926, -1.3292], [-1.1875, -5.2397, -0.3679], [0.7334, -5.5756, -0.3008], [1.5209, -4.5888, -1.7583], [2.4333, -3.6673, -0.4041], [0.7014, -5.9447, -2.7695], [2.4695, -4.0737, -3.2819], [2.9454, -5.7813, -1.5716], [0.2784, -3.3337, -1.9086], [-1.3399, 0.7664, -1.1045], [-1.5658, 1.8242, -0.0846], [-2.0976, 1.1853, 1.5257], [-2.8481, 0.0133, 1.4908], [-3.3626, -0.5230, 2.6593], [-3.1351, 0.1113, 3.8733], [-2.3937, 1.2841, 3.9149], [-1.8776, 1.8232, 2.7434], [-0.2637, 3.0252, 0.2065], [0.7443, 2.7904, 1.1395], [1.7931, 3.6809, 1.2713], [1.8584, 4.8002, 0.4553], [0.8707, 5.0340, -0.4862], [-0.1889, 4.1488, -0.6102], [-3.0054, 2.8273, -0.5867], [-3.6733, 2.4668, -1.7500], [-4.7962, 3.1768, -2.1593], [-5.2538, 4.2467, -1.4057], [-4.5889, 4.6099, -0.2396], [-3.4701, 3.9019, 0.1673], [-2.9796, -0.5171, 0.5571], [-3.9129, -1.4544, 2.6131], [-3.5254, -0.3142, 4.7905], [-2.2074, 1.7785, 4.8606], [-1.3029, 2.7394, 2.7823], [0.7391, 1.8781, 1.7210], [2.5963, 3.4683, 1.9643], [2.7092, 5.4655, 0.5235], [0.9431, 5.8848, -1.1517], [-0.9469, 4.3219, -1.3649], [-3.2934, 1.6284, -2.3210], [-5.3115, 2.8934, -3.0689], [-6.1281, 4.8013, -1.7253], [-4.9433, 5.4472, 0.3493], [-2.9467, 4.1885, 1.0725]],
  "mulliken_charge": [0.8331, -0.7302, 0.4789, -0.7495, 0.1802, -0.9632, 0.0263, -0.0977, 0.4627, -0.4978, -0.1742, -0.7363, -0.4541, 0.4242, 0.3615, 0.5282, 0.1887, -1.0523, -0.1910, 0.2581, 0.0157, 0.0356, -0.1415, -0.8626, -0.3417, 0.0265, 0.2075, 0.4154, 0.3919, 0.4104, 0.4510, 0.2423, -0.5765, 2.2127, -0.4260, -0.4390, -0.4516, -0.4124, -0.9342, -0.8687, 1.6387, 0.9582, -1.0659, -0.5608, -0.5071, -0.6990, -0.1487, 0.4923, -0.1337, -0.6840, -0.5428, -0.6345, -0.7412, -0.0592, -0.4044, -0.5863, -0.3709, -0.6607, -0.2868, 0.5362, 0.4371, 0.3713, 0.4011, 0.3918, 0.4298, 0.3801, 0.3663, 0.3533, 0.3835, 0.4346, 0.3917, 0.3644, 0.3885, 0.3163],
  "homo_lumo_gap_ev": 6.1,
  "charge": -2
}



[6]
{
  "formula": "C39H37CsGeN11OS5Sb",
  "method": "ωB97M-V with the def2-TZVPD basis set",
  "symbols": ["Cs", "S", "C", "C", "C", "C", "N", "C", "C", "C", "S", "C", "N", "H", "H", "C", "C", "N", "N", "C", "S", "N", "N", "H", "H", "H", "H", "H", "H", "S", "C", "C", "C", "C", "N", "C", "C", "C", "S", "C", "N", "H", "H", "Ge", "C", "C", "C", "C", "C", "C", "C", "C", "C", "C", "C", "C", "H", "H", "H", "H", "H", "H", "H", "H", "H", "H", "H", "C", "Sb", "C", "C", "H", "H", "H", "H", "H", "H", "H", "H", "H", "C", "N", "C", "C", "C", "N", "C", "O", "N", "H", "H", "H", "H", "H", "H", "H"],
  "coordinates": [[-0.0595, 0.1745, 1.1356], [3.0222, -2.9977, 3.3997], [1.4490, -3.6357, 3.7660], [1.1305, -3.8553, 5.1159], [-0.0954, -4.3302, 5.5523], [-0.3297, -4.5129, 6.9549], [-0.5085, -4.6582, 8.0837], [-1.0875, -4.6139, 4.6017], [-0.7936, -4.4129, 3.2601], [0.4385, -3.9366, 2.7948], [0.6065, -3.7121, 1.0709], [-2.3880, -5.0825, 4.9753], [-3.4453, -5.4471, 5.2524], [1.8934, -3.6238, 5.8496], [-1.5578, -4.6257, 2.5224], [4.8141, -3.4243, -0.0694], [5.0519, -1.9666, 0.0141], [6.1805, -1.3399, -0.1632], [5.8606, -0.0235, 0.0369], [4.5640, 0.1843, 0.3364], [3.7888, 1.6413, 0.6393], [4.0470, -1.0812, 0.3040], [2.7252, -1.3629, 0.6194], [5.7716, -3.9369, -0.1051], [4.2420, -3.6686, -0.9657], [4.2377, -3.7532, 0.7985], [6.5602, 0.6955, -0.0041], [2.7064, -1.8786, 1.5233], [2.3393, -2.0214, -0.0558], [0.8985, 0.2024, -1.9583], [1.3467, 1.6455, -2.9045], [2.1444, 1.4611, -4.0241], [2.4915, 2.5228, -4.8485], [3.2710, 2.2941, -6.0281], [3.8903, 2.1114, -6.9808], [2.0223, 3.8037, -4.5108], [1.2408, 3.9897, -3.3920], [0.8536, 2.9267, -2.5464], [-0.1577, 3.2293, -1.1837], [2.3380, 4.9410, -5.3362], [2.5728, 5.8559, -5.9912], [2.4829, 0.4642, -4.2713], [0.8963, 4.9843, -3.1433], [-1.0379, -0.0406, -3.0428], [-2.0285, -1.4473, -2.1649], [-3.3753, -1.2237, -1.8703], [-4.1194, -2.1810, -1.1997], [-3.5197, -3.3680, -0.8032], [-2.1789, -3.5949, -1.0705], [-1.4376, -2.6365, -1.7488], [-0.5322, -0.3280, -4.8980], [-0.6773, 0.7098, -5.8132], [-0.1792, 0.5967, -7.1047], [0.4653, -0.5659, -7.4954], [0.6058, -1.6146, -6.5969], [0.1145, -1.4929, -5.3060], [-1.8762, 1.2458, -3.0227], [-3.8405, -0.2868, -2.1558], [-5.1612, -1.9934, -0.9689], [-4.0886, -4.1043, -0.2502], [-1.6852, -4.4789, -0.6949], [-0.3790, -2.8116, -1.9038], [-1.1513, 1.6356, -5.5063], [-0.2705, 1.4246, -7.7946], [0.8758, -0.6479, -8.4936], [1.1179, -2.5203, -6.8971], [0.2576, -2.3075, -4.6048], [1.0515, 1.9232, 4.8205], [0.6361, 2.9732, 2.9914], [-0.9879, 4.1204, 3.8462], [2.1154, 4.4967, 3.3330], [1.0889, 2.6284, 5.6511], [2.0069, 1.4086, 4.7360], [0.2772, 1.1819, 5.0045], [-0.6041, 4.8172, 4.5914], [-1.6857, 3.4351, 4.3233], [-1.5132, 4.6735, 3.0704], [2.1159, 4.7851, 4.3847], [1.8982, 5.3661, 2.7151], [3.0961, 4.1143, 3.0586], [-4.1035, 0.7342, 4.1293], [-3.9834, 1.2687, 2.7837], [-5.0497, 1.7516, 2.1005], [-4.9325, 2.2472, 0.8500], [-3.6163, 2.2176, 0.2724], [-2.5749, 1.7533, 0.9364], [-2.7081, 1.2943, 2.1999], [-1.7562, 0.8886, 2.8613], [-3.4026, 2.6486, -0.9786], [-5.1418, 0.4578, 4.3016], [-3.7860, 1.4731, 4.8655], [-3.4666, -0.1416, 4.2229], [-5.9992, 1.7126, 2.6188], [-5.7886, 2.6251, 0.3139], [-4.1113, 3.1872, -1.4444], [-2.4286, 2.7631, -1.2775]],
  "mulliken_charge": [1.0361, -0.5938, 0.1339, -0.8013, 0.6495, -0.0317, -0.6438, 0.4589, -0.9205, -0.0373, -0.2082, -0.0393, -0.6551, 0.4202, 0.5067, -0.9957, 0.9137, -0.9170, 0.2693, -0.1507, -0.2806, 0.2683, 0.6951, 0.3325, 0.2209, 0.1989, 0.1427, -0.5091, 0.0608, 0.1818, -0.6830, -0.5731, 0.6965, -0.2247, -0.6328, 0.8442, -0.9351, 0.0490, -0.1461, -0.2045, -0.6041, 0.5838, 0.5129, 0.4404, 0.1576, -0.3911, -0.6429, -0.4912, -0.6722, 0.2356, 0.1349, -0.0480, -0.6462, -0.4192, -0.6494, -0.2140, -0.3385, 0.2788, 0.3930, 0.3905, 0.3905, 0.3354, 0.2953, 0.3920, 0.3547, 0.3974, 0.3263, -1.2794, 0.3537, -1.3546, -1.3609, 0.3960, 0.4127, 0.3131, 0.4532, 0.2652, 0.3762, 0.3703, 0.3880, 0.3491, -1.0079, 0.2249, -0.1688, -1.0707, 0.7665, 0.2635, 0.1865, -0.7955, -0.1248, 0.3591, 0.2710, 0.3167, 0.3786, 0.3883, 0.1992, -0.2675],
  "homo_lumo_gap_ev": 4.5,
  "charge": -2
}



[7]
{
  "formula": "C22H17N3O7PdS3Sb",
  "method": "ωB97M-V with the def2-TZVPD basis set",
  "symbols": ["Pd", "S", "Sb", "S", "S", "O", "C", "C", "C", "C", "C", "C", "C", "O", "N", "O", "O", "H", "H", "H", "H", "C", "O", "C", "C", "C", "C", "C", "C", "N", "C", "C", "C", "C", "C", "C", "C", "O", "H", "H", "H", "H", "H", "H", "H", "H", "H", "H", "H", "H", "H", "O", "C", "N"],
  "coordinates": [[-0.4722, -1.8587, 0.5218], [-0.5545, -6.7885, 0.9277], [0.7796, -4.8541, 1.0838], [-0.7301, -3.5065, 2.4241], [-0.0998, -3.7602, -0.8914], [1.8166, -2.0050, 0.9680], [2.2547, -1.5481, 2.0306], [1.6779, -0.5534, 2.8880], [2.4044, -0.2694, 4.0596], [1.9743, 0.6980, 4.9202], [0.8016, 1.4338, 4.6591], [0.0840, 1.1877, 3.5292], [0.4754, 0.1830, 2.5848], [-0.2000, 0.0301, 1.5236], [2.7448, 0.9800, 6.1259], [3.6933, 0.2600, 6.3751], [2.2994, 1.8134, 6.8913], [3.2174, -1.9491, 2.3904], [3.3131, -0.8131, 4.2825], [0.4875, 2.1870, 5.3673], [-0.8276, 1.7304, 3.3167], [-0.0702, 0.9324, -4.5879], [-0.2328, 1.4037, -3.2616], [0.8410, 1.3904, -2.4431], [2.1466, 1.1284, -2.8450], [3.1877, 1.2160, -1.9326], [2.9468, 1.5741, -0.6156], [1.6448, 1.8096, -0.2087], [0.5947, 1.6867, -1.1031], [-0.7135, 1.9650, -0.6344], [-1.9077, 1.4837, -0.9223], [-2.3324, 0.4197, -1.7260], [-3.6861, 0.4774, -2.1595], [-4.1876, -0.4421, -3.0294], [-3.3426, -1.4867, -3.4728], [-2.0627, -1.6232, -3.0193], [-1.5161, -0.7054, -2.0735], [-0.3883, -0.9118, -1.5196], [-1.0570, 0.9760, -5.0400], [0.2862, -0.1006, -4.5882], [0.6209, 1.5633, -5.1512], [2.3536, 0.8667, -3.8713], [4.1976, 1.0167, -2.2657], [3.7582, 1.6638, 0.0936], [1.4265, 2.0660, 0.8197], [-0.7255, 2.6819, 0.0775], [-2.6964, 2.0630, -0.4521], [-4.3089, 1.2858, -1.7950], [-5.2115, -0.3877, -3.3689], [-3.7349, -2.2172, -4.1709], [-1.4432, -2.4525, -3.3356], [-3.8003, 0.3452, 1.0794], [-3.1688, -0.6404, 0.8753], [-2.5578, -1.6449, 0.6692]],
  "lowdin_spin": [1.4846, 0.9169, 0.1337, 1.0074, 0.9564, 0.0705, 0.0162, 0.0091, 0.0002, 0.0025, 0.0031, 0.0053, 0.0098, 0.0687, 0.0003, 0.0010, 0.0002, 0.0039, 0.0002, 0.0002, 0.0000, 0.0001, 0.0016, 0.0009, -0.0001, 0.0010, -0.0002, 0.0009, 0.0000, 0.0082, 0.0096, 0.0069, 0.0024, 0.0066, 0.0016, 0.0078, 0.0055, 0.0815, 0.0000, 0.0001, 0.0000, 0.0000, 0.0001, 0.0000, 0.0001, 0.0002, 0.0002, 0.0000, 0.0003, -0.0001, 0.0008, 0.0365, 0.0359, 0.1015],
  "spin_multiplicity": 6,
  "homo_lumo_gap_ev": [7.3, 4.6]
}



Quick rundown of energy relative to the best compared isomer or geometry (same formula, charge and spin), same order as above: 157.90 88.12 578.27 304.86 52.92 85.57 0.00 kJ/mol
Quick rundown of electronic energy, same order as above: -7872.65445 -18208.15539 -18537.45920 -8298.34437 -86865.79733 -177263.50272 -84409.59732 eV